(1)
Entry from the OMol25 dataset: C4H5DyO6 as an isolated structure (the ωB97M-V functional and the def2-TZVPD basis).

Positions of all 16 atoms, in Å:
O -4.3888 -1.3618 -1.2150
C -3.5589 -0.7829 -1.8304
O -3.2474 -0.2401 -2.8159
Dy -6.2721 -2.6665 -0.3578
O -1.3387 -0.3603 -0.2896
O 2.0089 0.7762 0.3535
C 2.9751 0.7717 1.2589
O 2.9093 0.2771 2.3574
O 4.0369 1.3708 0.7403
C 0.7878 0.1374 0.7078
C -0.1000 0.1643 -0.5263
H 4.7803 1.2991 1.3526
H 0.3082 0.6769 1.5355
H 0.9877 -0.8967 1.0170
H 0.3583 -0.3662 -1.3861
H -0.2467 1.2009 -0.9018

Forces on atoms 1 to 3 (eV/Å):
-0.2 -1.3 2.4
-1.4 1.8 -5.2
1.2 -0.9 3.1

Computed properties:
spin multiplicity = 7
HOMO energy (alpha / beta) = -20.6 / -20.0 eV
total charge = +3
maximum force = 7.210 eV/A
orbital gap (alpha / beta) = 7.9 / 5.3 eV

(2)
Entry from the OMol25 dataset: a single C4H5F molecule (the ωB97M-V functional and the def2-TZVPD basis).

Positions of all 10 atoms, in Å:
C 2.0447 -0.3310 -0.0117
C 0.6096 -0.0860 -0.0028
C -0.5840 0.1282 -0.0068
C -2.0143 0.3749 -0.0058
H 2.5871 0.5974 -0.1231
H 2.3684 -0.7783 0.9500
H 2.3231 -1.0327 -0.8008
H -2.2992 0.9556 0.8878
H -2.3048 0.9841 -0.8832
F -2.7307 -0.8122 -0.0036

Forces on atoms 1 to 3 (eV/Å):
0.1 -0.6 0.7
-1.5 0.3 -0.1
1.6 -0.4 0.0

Computed properties:
spin multiplicity = 1
HOMO energy = -9.8 eV
maximum force = 1.651 eV/A
ΔE to the lowest compared entry with this formula, charge and spin = 15.21 kcal per mole
SMILES = CC#CCF
orbital gap = 10.7 eV

(3)
Entry from the OMol25 dataset: a 2-piece molecular cluster, C4H5F2I overall (the ωB97M-V functional and the def2-TZVPD basis).

Positions of all 12 atoms, in Å:
C -0.9577 1.7959 -0.4604
C -1.3458 0.7886 0.0523
C -1.5659 -0.5010 0.5842
C 1.5280 -1.2299 -0.4806
F 1.6849 -1.8648 0.5998
F 2.4715 -1.9018 -1.2247
I 2.6155 1.0023 -0.1561
H 0.9787 1.4526 -0.5862
H -0.6703 2.7698 -0.8281
H -0.9281 -1.2237 0.0428
H -1.1705 -0.3621 1.6631
H -2.6403 -0.7259 0.7939

Forces on atoms 1 to 3 (eV/Å):
0.2 1.6 -0.4
0.2 0.5 -1.0
0.0 -0.5 3.1

Computed properties:
spin multiplicity = 1
HOMO energy = -8.8 eV
maximum force = 3.325 eV/A
ΔE to the lowest compared entry with this formula, charge and spin = 81.37 kcal per mole
orbital gap = 8.8 eV

(4)
Entry from the OMol25 dataset: a single C4H5F2N molecule (the ωB97M-V functional and the def2-TZVPD basis).

Positions of all 12 atoms, in Å:
C 0.8172 -0.1529 1.4337
C 0.2254 -0.0229 0.2538
C -1.1149 0.5098 0.0329
C -1.4744 1.0328 -1.3511
H 0.3162 0.0550 2.3892
H -1.7428 0.7815 0.8719
H -2.3421 1.6605 -1.4982
H -0.6077 1.2637 -1.9591
H -1.1393 -0.9304 -1.4049
N -1.7927 -0.3130 -0.9607
F 2.1028 -0.5743 1.5201
F 0.9356 -0.4079 -0.8411

Forces on atoms 1 to 3 (eV/Å):
0.1 0.0 0.3
1.4 0.5 1.0
-0.7 -0.5 -1.4

Computed properties:
spin multiplicity = 1
HOMO energy = -9.2 eV
maximum force = 1.744 eV/A
ΔE to the lowest compared entry with this formula, charge and spin = 38.59 kcal per mole
SMILES = F/C=C(\F)[C@H]1CN1
orbital gap = 10.1 eV